*w*
60
Properties=species:S:1:pos:R:3:mulliken_charge:R:1 method="wB97M-V/def2-TZVPD" charge=0
C -1.08 2.18 -1.19 -1.484
N 1.95 2.73 -0.54 -0.556
C 1.24 1.53 -0.53 0.365
C -0.01 1.21 -0.94 0.338
C -0.48 -0.17 -1.06 0.940
C -1.74 -0.57 -1.50 -0.013
C -2.29 -1.99 -1.34 -0.885
H -0.89 3.23 -0.94 0.471
H -2.08 1.98 -0.71 0.125
H -1.25 2.13 -2.34 0.273
H 2.58 2.84 0.12 0.281
H 1.39 3.60 -0.52 0.240
H 1.77 0.54 -0.28 0.070
H 0.19 -0.96 -0.68 -0.092
H -2.52 0.04 -1.88 -0.387
H -1.79 -2.54 -2.20 0.183
H -3.41 -2.12 -1.55 0.319
H -1.99 -2.43 -0.38 -0.007
H 2.62 -1.26 1.18 0.330
H 3.61 -0.08 1.28 0.222
O 2.72 -0.27 1.36 -0.564
H -3.96 1.09 -2.16 0.342
H -5.00 1.62 -1.47 0.310
O -4.87 0.96 -2.15 -0.629
H -0.18 -0.91 -3.51 0.493
H 0.39 0.46 -3.46 0.332
O 0.46 -0.29 -4.12 -0.797
H 0.43 -2.68 -4.50 0.310
H -0.72 -2.19 -5.16 0.309
O -0.50 -2.72 -4.33 -0.649
H -4.48 0.58 0.39 0.357
H -3.11 0.47 1.09 0.271
O -3.85 1.08 0.97 -0.621
H 2.91 -3.85 -1.96 0.264
H 1.32 -3.88 -2.26 0.269
O 2.01 -3.60 -1.66 -0.593
H 2.69 2.90 3.52 0.316
H 3.16 1.91 2.47 0.310
O 3.14 2.84 2.70 -0.644
H 0.70 0.46 4.16 0.328
H -0.04 1.09 5.09 0.256
O 0.27 1.24 4.30 -0.455
H 2.21 -0.22 -3.05 0.351
H 1.98 -1.64 -2.30 0.356
O 2.20 -1.26 -3.17 -0.634
H 0.84 -2.80 1.20 0.220
H 1.73 -2.88 -0.20 0.327
O 1.47 -2.47 0.63 -0.631
H -1.40 1.06 3.17 0.257
H -0.83 1.11 1.68 0.256
O -1.36 0.55 2.34 -0.629
H -1.57 -2.51 1.57 0.262
H -0.92 -1.19 2.24 0.466
O -0.88 -2.22 2.17 -0.717
H 0.15 3.20 3.39 0.303
H 1.11 4.34 3.16 0.278
O 0.33 4.07 3.57 -0.612
H 2.06 -0.61 2.89 0.324
H 1.68 -1.83 3.58 0.367
O 1.90 -0.93 3.81 -0.792

*x*
60
Properties=species:S:1:pos:R:3:mulliken_charge:R:1 method="wB97M-V/def2-TZVPD" charge=0
C -1.45 -3.02 -0.92 -1.335
C -0.39 -2.39 -0.01 -0.236
C -0.68 -0.94 0.30 -0.897
C -0.58 -0.06 -0.92 0.476
C -0.79 1.26 -0.91 0.221
N -0.89 2.00 -2.11 -0.542
C -0.02 2.76 -2.63 -0.327
H -1.31 -4.09 -1.06 0.400
H -2.46 -2.87 -0.53 0.355
H -1.37 -2.64 -1.95 0.239
H -0.30 -2.98 0.90 0.496
H 0.59 -2.51 -0.50 -0.009
H -1.71 -0.87 0.66 0.253
H -0.03 -0.54 1.08 0.231
H -0.31 -0.54 -1.85 -0.025
H -1.00 1.83 0.00 0.289
H 0.99 2.99 -2.23 0.177
H -0.27 3.21 -3.57 0.320
H -3.43 1.11 2.56 0.414
H -4.69 0.29 2.70 0.294
O -3.74 0.18 2.55 -0.668
H -1.57 -1.54 4.05 0.322
H -2.76 -0.56 3.75 0.411
O -2.06 -0.79 4.42 -0.761
H 2.75 -0.72 1.94 0.256
H 3.26 -1.75 0.93 0.417
O 3.18 -1.58 1.89 -0.660
H 2.07 1.84 1.38 0.413
H 1.99 1.81 -0.19 0.282
O 2.58 1.61 0.55 -0.775
H 1.40 0.35 -3.11 0.334
H 2.52 0.28 -2.04 0.445
O 1.97 0.91 -2.55 -0.685
H -2.06 0.49 -3.01 0.345
H -2.46 -0.91 -2.50 0.362
O -2.12 -0.45 -3.27 -0.826
H 1.78 -4.00 -1.94 0.434
H 2.34 -5.44 -1.91 0.287
O 1.61 -4.90 -1.59 -0.658
H -2.52 2.40 1.24 0.324
H -2.09 3.45 2.28 0.368
O -2.65 2.65 2.17 -0.837
H -0.21 5.07 1.62 0.307
H 0.12 3.76 2.43 0.464
O -0.58 4.42 2.22 -0.712
H -1.62 2.00 3.50 0.408
H -1.24 0.78 4.37 0.434
O -0.93 1.67 4.09 -0.736
H 1.63 -1.95 -3.10 0.441
H 2.59 -1.84 -1.91 0.341
O 2.31 -2.46 -2.62 -0.782
H 0.49 2.03 3.34 0.385
H 1.92 2.65 3.47 0.300
O 1.24 2.45 2.81 -0.771
H -0.49 -0.76 -3.72 0.471
H 0.49 -1.06 -4.91 0.220
O 0.45 -0.91 -3.96 -0.607
H 4.27 -0.54 -0.78 0.240
H 2.96 0.07 -0.18 0.477
O 3.32 -0.70 -0.72 -0.802

Short version: *x*, *w*, most stable first.

*w*
49
Properties=species:S:1:pos:R:3:mulliken_charge:R:1 method="wB97M-V/def2-TZVPD" charge=+1
O -0.43 -0.11 0.19 -0.367
H -1.21 0.48 -0.03 0.326
H -0.40 -0.67 -0.60 0.272
O -2.00 -0.93 4.65 -0.631
H -2.91 -3.39 2.34 0.322
H -2.76 -0.38 4.68 0.265
O -1.98 -3.50 2.50 -0.636
H -1.99 -4.25 3.11 0.320
H -0.74 0.84 -4.65 0.324
O -2.46 1.50 -0.07 -0.657
H -2.58 2.41 -0.37 0.354
H -1.49 1.78 4.00 0.225
O 1.88 -0.35 0.87 -0.555
H 2.92 -0.81 -1.22 0.265
H 2.57 -0.05 1.49 0.385
O 0.74 -3.97 0.01 -0.592
H 1.36 -4.63 0.32 0.303
H 1.52 1.14 -3.42 0.296
O 1.60 -2.08 -2.74 -0.513
H 2.02 -2.14 -3.57 0.255
H 1.26 -2.89 -2.36 0.276
O -3.75 1.68 2.89 -0.556
H -2.61 1.56 0.89 0.249
H -4.69 1.84 2.94 0.280
O -0.06 1.52 -4.66 -0.633
H 0.81 0.18 0.93 0.611
O 1.30 0.72 -2.58 -0.489
H -1.25 2.65 -2.34 0.331
H 0.36 0.66 -2.77 0.171
O 3.44 -0.01 -1.05 -0.624
H 3.32 0.49 -1.84 0.305
H 2.09 0.22 0.08 0.465
O 0.72 1.85 1.45 -0.660
H 0.35 -3.56 0.78 0.298
H 0.35 2.19 0.67 0.274
O -0.61 1.48 3.76 -0.630
H -0.67 0.72 4.34 0.374
H 0.14 1.51 2.16 0.422
O -1.24 3.41 -1.76 -0.617
H -0.36 3.79 -1.71 0.290
H 0.18 1.76 -5.55 0.267
O -1.36 -0.97 -3.48 -0.593
H -0.56 -1.47 -3.50 0.335
H -2.19 -1.42 -3.59 0.266
O 5.67 0.64 0.75 -0.610
H 5.02 0.84 0.06 0.313
H -1.94 -1.68 4.07 0.346
H -3.50 1.37 3.74 0.262
H 6.12 0.01 0.17 0.314

*x*
49
Properties=species:S:1:pos:R:3:mulliken_charge:R:1 method="wB97M-V/def2-TZVPD" charge=+1
O 0.38 -0.48 -2.19 -0.647
H 0.88 -0.66 -3.00 0.198
H 0.21 0.49 -2.24 0.337
O 1.94 -3.22 2.72 -0.576
H 2.38 -2.50 2.28 0.359
H 2.50 -3.70 3.32 0.288
O -3.38 -3.34 -1.22 -0.742
H -3.59 -2.68 -1.90 0.336
H -2.41 -3.13 -1.10 0.450
O -0.84 -2.81 -1.41 -0.646
H -0.24 -3.38 -1.90 0.253
H -0.69 -1.86 -1.59 0.453
O -1.16 0.13 0.88 -0.920
H -1.56 0.98 0.45 0.508
H -0.39 0.44 1.43 0.421
O 1.02 5.36 -2.27 -0.689
H 1.85 5.09 -1.86 0.330
H 0.87 6.27 -1.94 0.324
O 3.22 3.31 0.94 -0.640
H 2.47 3.12 1.54 0.307
H 3.93 3.70 1.47 0.309
O -4.41 -1.89 0.68 -0.625
H -3.89 -2.65 0.27 0.432
H -5.17 -2.31 1.10 0.358
O -1.05 -3.13 2.99 -0.642
H -2.11 -1.95 2.46 0.451
O 2.98 1.15 -0.57 -0.551
H 3.22 2.02 -0.18 0.329
H 3.65 0.61 -1.00 0.287
O -2.10 2.25 -0.26 -0.687
H -1.79 2.32 -1.19 0.425
H -1.59 2.95 0.13 0.305
O 1.05 0.94 2.36 -0.759
H 1.87 0.91 1.84 0.368
H 0.97 0.29 3.06 0.322
O 2.97 0.08 -3.45 -0.588
H 3.27 -0.10 -4.35 0.293
H 2.06 0.44 -3.40 0.279
O -2.73 -1.19 2.32 -0.550
H -2.20 -0.44 1.79 0.562
H -3.45 -1.58 1.55 0.463
O -0.86 3.21 -2.48 -0.648
H -0.18 3.90 -2.41 0.337
H -1.30 3.55 -3.28 0.318
O 2.76 -0.68 1.20 -0.694
H 3.39 -1.20 0.69 0.307
H 2.02 -0.49 0.62 0.306
H -1.00 -3.68 3.78 0.283
H -0.32 -3.46 2.45 0.306

Short version: *x*, *w*, most stable first.

*w*
15
Properties=species:S:1:pos:R:3:mulliken_charge:R:1 method="wB97M-V/def2-TZVPD" smiles="C=CC(C)C" charge=0
C 1.78 0.13 -0.44 -0.703
C 0.98 -0.12 0.57 0.016
C -0.48 -0.04 0.43 0.323
C -0.95 -1.29 -0.30 -1.278
C -1.01 1.32 -0.10 -1.141
H 2.89 -0.06 -0.30 0.246
H 1.31 0.58 -1.38 0.168
H 1.42 -0.50 1.56 0.262
H -0.92 -0.04 1.42 0.202
H -0.76 -1.16 -1.34 0.343
H -2.09 -1.54 -0.18 0.295
H -0.45 -2.21 0.04 0.378
H -0.85 2.06 0.67 0.324
H -2.10 1.31 -0.40 0.314
H -0.40 1.60 -0.99 0.250

*x*
15
Properties=species:S:1:pos:R:3:mulliken_charge:R:1 method="wB97M-V/def2-TZVPD" smiles=CC1(C)CC1 charge=0
C 1.43 -0.64 -0.13 -1.529
C 0.04 0.00 -0.23 1.248
C -1.13 -0.96 -0.58 -1.442
C 0.02 0.83 1.04 -0.866
C -0.39 1.46 -0.23 -0.603
H 2.28 0.02 -0.32 0.347
H 1.58 -1.00 0.91 0.315
H 1.45 -1.52 -0.75 0.442
H -0.83 -2.01 -0.58 0.402
H -1.92 -0.84 0.17 0.319
H -1.61 -0.79 -1.55 0.296
H -0.64 0.46 1.80 0.306
H 1.01 1.14 1.39 0.265
H -1.47 1.59 -0.27 0.238
H 0.18 2.27 -0.66 0.263

*y*
15
Properties=species:S:1:pos:R:3:mulliken_charge:R:1 method="wB97M-V/def2-TZVPD" smiles="C=C1CCC1.[H][H]" charge=0
C 1.71 -0.35 -0.13 -0.998
C 0.39 -0.25 -0.17 0.289
C -0.74 -0.97 0.53 -0.458
C -1.74 -0.24 -0.40 -0.510
C -0.58 0.66 -0.91 -0.461
H 2.21 -1.04 0.54 0.324
H 2.35 0.34 -0.68 0.320
H -0.72 -2.07 0.48 0.279
H -0.84 -0.68 1.59 0.207
H -2.56 0.28 0.09 0.265
H -2.14 -0.89 -1.18 0.246
H -0.60 1.68 -0.49 0.207
H -0.44 0.74 -1.99 0.280
H 2.09 1.41 1.95 0.251
H 1.58 1.10 1.51 -0.242

Short version: *w*, *x*, *y*, most stable first.

*w*
15
Properties=species:S:1:pos:R:3:mulliken_charge:R:1 method="wB97M-V/def2-TZVPD" smiles="C/C=C/CC" charge=0
C -2.63 -0.32 0.01 -1.197
C -1.32 0.47 0.02 -0.364
C -0.01 -0.09 -0.04 -0.204
C 1.25 0.61 -0.09 -0.174
C 2.38 -0.43 0.03 -1.191
H -3.30 0.00 1.01 0.231
H -3.22 -0.06 -0.83 0.332
H -2.40 -1.19 -0.25 0.442
H -1.12 1.46 0.16 0.426
H 0.13 -1.18 -0.07 0.234
H 1.07 1.19 -1.05 0.229
H 1.24 1.42 0.85 0.273
H 3.26 0.24 0.08 0.361
H 2.47 -1.13 1.01 0.233
H 2.18 -0.99 -0.87 0.369

*x*
15
Properties=species:S:1:pos:R:3:mulliken_charge:R:1 method="wB97M-V/def2-TZVPD" smiles="C/C=C/CC" charge=0
C -1.82 -1.42 1.07 -1.039
C -0.42 -1.24 0.64 -0.083
C 0.05 -0.10 0.09 -0.531
C 1.33 0.41 -0.35 -0.014
C 1.00 1.69 -1.11 -1.148
H -2.56 -1.75 0.33 0.257
H -2.26 -0.37 1.36 0.267
H -1.93 -2.23 1.88 0.290
H 0.12 -2.06 0.86 0.466
H -0.78 0.66 -0.13 0.134
H 2.06 0.73 0.55 0.180
H 1.88 -0.30 -1.06 0.270
H 0.15 1.61 -1.78 0.406
H 2.03 1.67 -1.74 0.282
H 1.13 2.69 -0.59 0.264

*y*
15
Properties=species:S:1:pos:R:3:mulliken_charge:R:1 method="wB97M-V/def2-TZVPD" smiles="C=CC.C=C" charge=0
C 0.38 -0.90 1.51 -0.872
C -0.45 0.13 1.41 0.188
C -0.08 1.47 0.85 -1.073
H 1.41 -0.83 1.14 0.286
H 0.08 -1.85 1.94 0.275
H -1.47 0.03 1.77 0.300
H 0.07 2.17 1.68 0.341
H -0.87 1.89 0.21 0.282
H 0.84 1.43 0.26 0.283
C 0.41 -1.09 -1.65 -0.475
C -0.39 -0.08 -1.93 -0.581
H 1.47 -1.08 -1.91 0.252
H 0.05 -1.97 -1.12 0.256
H -1.44 -0.08 -1.64 0.278
H -0.03 0.82 -2.45 0.259

*z*
15
Properties=species:S:1:pos:R:3:mulliken_charge:R:1 method="wB97M-V/def2-TZVPD" charge=0
C 0.77 1.27 0.64 -1.171
C 0.21 0.41 -0.55 0.886
C -1.24 0.45 -0.67 -1.530
C 0.83 -0.93 -0.13 -0.504
C -0.08 -1.96 0.43 -0.583
H 0.20 1.09 1.54 0.317
H 0.63 2.34 0.31 0.332
H 1.81 0.83 0.82 0.329
H 0.50 0.83 -1.54 0.255
H -1.74 -0.08 -1.50 0.339
H -1.54 1.56 -0.89 0.327
H -1.80 0.26 0.34 0.322
H 2.25 -1.20 -0.21 0.266
H 0.80 -2.80 0.80 0.197
H -1.60 -2.05 0.60 0.219

Short version: *y*, *x*, *w*, *z*, most stable first.

*w*
15
Properties=species:S:1:pos:R:3:mulliken_charge:R:1 method="wB97M-V/def2-TZVPD" charge=0
C 1.72 -0.89 -0.11 -0.815
C 1.43 0.46 0.46 -0.398
C 0.36 1.14 -0.29 -0.388
C -0.74 0.53 0.65 -0.295
C -1.73 -0.37 -0.08 -1.129
H 1.04 -1.28 -0.89 0.234
H 1.92 -1.65 0.65 0.284
H 2.69 -0.70 -0.60 0.346
H -0.25 -0.06 1.45 0.268
H 0.38 2.23 -0.21 0.285
H 0.19 0.84 -1.33 0.288
H -1.24 1.34 1.19 0.403
H -2.35 0.21 -0.78 0.322
H -1.22 -1.15 -0.65 0.253
H -2.40 -0.86 0.63 0.342

*x*
15
Properties=species:S:1:pos:R:3:mulliken_charge:R:1 method="wB97M-V/def2-TZVPD" smiles=C[C@@H]1C[C@@H]1C charge=0
C -1.63 -0.47 -0.19 -1.322
C -0.80 0.63 0.42 0.136
C 0.19 1.43 -0.41 -0.761
C 0.65 0.48 0.59 0.064
C 1.48 -0.99 0.06 -1.162
H -2.56 -0.05 -0.59 0.371
H -1.10 -0.95 -1.02 0.268
H -1.89 -1.23 0.55 0.306
H -1.31 1.17 1.21 0.315
H 0.28 2.50 -0.26 0.258
H 0.33 1.11 -1.44 0.213
H 1.39 0.35 1.35 0.369
H 1.23 -1.11 -0.99 0.286
H 1.13 -1.87 0.61 0.296
H 2.59 -1.00 0.11 0.364

*y*
15
Properties=species:S:1:pos:R:3:mulliken_charge:R:1 method="wB97M-V/def2-TZVPD" charge=0
C -0.88 -0.82 0.65 -0.157
C -1.39 0.49 0.20 -0.841
C 0.56 1.34 -0.68 -0.673
C 1.39 0.33 -0.03 -0.536
C 0.36 -1.23 -0.09 -0.841
H -0.83 -0.95 1.74 0.288
H -1.34 -1.75 0.23 0.225
H -1.86 0.59 -0.76 0.328
H -1.86 1.10 1.01 0.305
H 0.72 1.40 -1.78 0.260
H 0.25 2.27 -0.23 0.331
H 1.47 0.49 1.04 0.264
H 2.38 0.18 -0.50 0.347
H 0.85 -2.10 0.37 0.368
H 0.13 -1.41 -1.16 0.331

Short version: *x*, *w*, *y*, most stable first.

*w*
15
Properties=species:S:1:pos:R:3:mulliken_charge:R:1 method="wB97M-V/def2-TZVPD" smiles=C1CCCC1 charge=0
C -0.31 -0.77 1.12 -0.735
C -1.42 0.05 -0.12 -0.578
C -0.48 0.67 -1.16 -0.567
C 1.07 0.20 -0.60 -0.694
C 0.98 -0.04 0.88 -0.353
H -0.30 -1.79 0.73 0.249
H -0.61 -0.81 2.19 0.350
H -2.07 -0.74 -0.54 0.296
H -2.03 0.77 0.44 0.275
H -0.50 1.77 -1.18 0.269
H -0.60 0.29 -2.19 0.303
H 1.93 0.87 -0.80 0.356
H 1.26 -0.78 -1.07 0.273
H 1.08 0.85 1.53 0.274
H 1.98 -0.54 0.77 0.282

*x*
15
Properties=species:S:1:pos:R:3:mulliken_charge:R:1 method="wB97M-V/def2-TZVPD" smiles="C=CC(C)C" charge=0
C 0.80 -1.86 -0.74 -1.008
C 0.27 -0.97 0.12 -0.435
C 0.19 0.49 -0.23 0.730
C 0.69 1.14 0.98 -1.278
C -1.30 0.60 -0.35 -1.185
H 0.92 -2.85 -0.52 0.310
H 1.01 -1.67 -1.83 0.191
H -0.33 -1.38 0.96 0.420
H 0.64 0.58 -1.20 0.482
H 0.59 0.36 1.79 0.294
H 0.00 1.93 1.25 0.314
H 1.60 1.72 0.78 0.312
H -1.79 -0.35 0.05 0.261
H -1.61 0.74 -1.33 0.321
H -1.68 1.52 0.27 0.272

*y*
15
Properties=species:S:1:pos:R:3:mulliken_charge:R:1 method="wB97M-V/def2-TZVPD" charge=0
C 1.56 -1.13 -0.61 -0.933
C 0.59 -0.04 -0.13 -0.443
C -0.49 0.17 -1.08 0.738
C -1.48 -0.71 -0.67 -0.803
C -0.37 0.86 -2.26 -0.937
H 2.44 -1.18 0.03 0.321
H 1.70 -0.99 -1.68 0.363
H 1.23 -2.19 -0.37 0.239
H 0.25 -0.11 0.90 0.356
H -0.67 2.71 5.91 -0.002
H -1.71 -0.78 0.39 0.253
H -2.08 -1.18 -1.46 0.264
H -0.30 2.25 6.36 0.002
H -1.20 0.81 -2.96 0.265
H 0.51 1.50 -2.35 0.317

Short version: *w*, *x*, *y*, most stable first.